Record 1
88
Properties=species:S:1:pos:R:3:lowdin_charge:R:1 method="wB97M-V/def2-TZVPD" max_force_ev_per_a=0.58 e_homo_ev="-10.90 / -10.90" gap_ha="0.234 / 0.234" spin_multiplicity=1 total_charge=+1 molar_mass_g_mol=742.1 de_lowest_kj_mol=10.30
Pd 0.13 0.05 0.13 0.55
O 0.20 0.29 2.41 -0.10
C 0.05 1.37 2.97 -0.18
C 0.04 2.69 2.38 -0.10
C 0.00 3.74 3.31 0.05
C 0.03 5.04 2.91 -0.15
C 0.09 5.37 1.55 0.02
C 0.12 4.37 0.62 -0.01
C 0.08 2.99 0.98 -0.35
O 0.07 2.14 0.00 -0.20
N 0.00 6.11 3.91 -0.36
O -0.04 5.79 5.08 0.08
O 0.01 7.26 3.50 0.08
H -0.06 1.36 4.07 0.14
H -0.04 3.52 4.37 0.13
H 0.12 6.41 1.26 0.13
H 0.17 4.60 -0.44 0.12
C 5.00 0.17 0.61 -0.09
C 3.54 0.24 1.07 -0.52
C 3.30 -0.72 2.24 -0.10
P 2.38 -0.07 -0.31 1.02
C 2.80 1.07 -1.69 -0.51
C 1.67 1.04 -2.73 -0.11
C 3.05 2.49 -1.19 -0.08
C 2.64 -1.81 -0.86 -0.50
C 3.60 -1.97 -2.05 -0.09
C 1.28 -2.45 -1.15 -0.12
H 5.65 0.44 1.44 0.09
H 5.22 0.84 -0.22 0.07
H 5.26 -0.85 0.31 0.08
H 3.30 1.26 1.39 0.11
H 3.71 -1.71 2.02 0.08
H 2.24 -0.83 2.48 0.05
H 3.81 -0.35 3.12 0.09
H 3.71 0.68 -2.15 0.10
H 0.73 1.39 -2.29 0.05
H 1.51 0.05 -3.15 0.06
H 1.92 1.72 -3.55 0.09
H 2.19 2.88 -0.65 0.05
H 3.22 3.14 -2.06 0.09
H 3.93 2.56 -0.56 0.07
H 3.08 -2.30 0.01 0.11
H 3.19 -1.52 -2.95 0.08
H 3.74 -3.03 -2.24 0.09
H 4.58 -1.53 -1.86 0.07
H 0.84 -2.02 -2.05 0.06
H 0.57 -2.33 -0.32 0.06
H 1.40 -3.52 -1.32 0.10
C -5.55 1.95 0.90 -0.10
C -5.51 2.35 -0.57 -0.24
C -4.45 3.40 -0.89 -0.17
C -3.02 2.91 -0.73 -0.13
N -2.68 1.87 -1.71 0.01
C -2.47 0.56 -1.47 -0.60
Se -2.33 -0.24 0.22 0.80
N -2.31 -0.07 -2.65 -0.01
C -2.13 -1.51 -2.82 -0.15
C -3.40 -2.33 -2.66 -0.18
C -4.55 -1.98 -3.61 -0.23
C -5.38 -0.77 -3.20 -0.09
C -2.39 0.86 -3.68 -0.16
C -2.27 0.72 -5.06 0.00
C -2.37 1.88 -5.81 -0.06
C -2.58 3.13 -5.20 -0.06
C -2.70 3.26 -3.83 0.01
C -2.61 2.09 -3.08 -0.14
H -6.42 1.32 1.11 0.08
H -5.62 2.83 1.54 0.08
H -4.66 1.38 1.20 0.02
H -6.48 2.75 -0.86 0.11
H -5.35 1.47 -1.20 0.08
H -4.57 4.25 -0.21 0.13
H -4.60 3.79 -1.90 0.10
H -2.85 2.47 0.25 0.08
H -2.29 3.71 -0.86 0.12
H -1.38 -1.84 -2.11 0.08
H -1.72 -1.65 -3.83 0.13
H -3.75 -2.25 -1.62 0.09
H -3.11 -3.37 -2.80 0.12
H -5.22 -2.85 -3.65 0.11
H -4.16 -1.86 -4.62 0.11
H -5.65 -0.82 -2.14 0.08
H -6.30 -0.72 -3.77 0.08
H -4.86 0.18 -3.36 0.05
H -2.11 -0.24 -5.53 0.11
H -2.29 1.82 -6.88 0.11
H -2.64 4.01 -5.82 0.11
H -2.86 4.22 -3.37 0.12

---

Record 2
95
Properties=species:S:1:pos:R:3:lowdin_spin:R:1 method="wB97M-V/def2-TZVPD" max_force_ev_per_a=0.33 e_homo_ev="-1.77 / -2.90" gap_ha="0.216 / 0.238" spin_multiplicity=2 total_charge=-2 molar_mass_g_mol=972.2 de_lowest_kj_mol=67.22
Pb 0.28 -1.22 0.75 0.22
C 1.54 -5.46 -0.24 0.01
C 2.79 -5.35 -0.84 -0.01
C 3.34 -4.10 -1.04 0.01
C 2.67 -2.95 -0.62 0.02
C 1.44 -3.07 0.03 0.18
C 0.87 -4.33 0.20 0.02
C 3.26 -1.61 -0.92 0.00
C 4.03 -1.43 -2.10 0.00
C 4.51 -0.20 -2.41 0.00
C 4.25 0.89 -1.54 0.00
C 4.69 2.20 -1.79 0.00
C 4.38 3.21 -0.93 0.00
C 3.62 2.94 0.23 0.00
C 3.18 1.67 0.50 0.00
C 3.48 0.62 -0.39 0.00
N 3.00 -0.62 -0.11 0.00
H 1.09 -6.44 -0.10 0.00
H 3.32 -6.23 -1.16 0.00
H 4.32 -4.01 -1.50 0.00
H -0.09 -4.43 0.69 0.00
H 4.18 -2.27 -2.77 0.00
H 5.07 -0.03 -3.32 0.00
H 5.27 2.40 -2.69 0.00
H 4.72 4.22 -1.13 0.00
H 3.38 3.75 0.91 0.00
H 2.59 1.45 1.38 0.00
C 0.93 1.02 7.25 0.00
C 1.74 1.31 6.01 0.01
O 2.34 0.14 5.46 0.01
P 1.55 -0.87 4.47 0.02
S 2.81 -2.16 3.75 0.00
S 0.51 0.31 3.19 0.21
O 0.52 -1.48 5.53 0.00
C -0.15 -2.74 5.41 0.00
C -0.05 -3.45 6.74 0.00
H 0.60 1.96 7.70 0.00
H 1.53 0.48 7.98 0.00
H 0.05 0.41 7.02 0.00
H 2.57 1.98 6.24 0.00
H 1.11 1.79 5.24 0.01
H 0.32 -3.32 4.61 0.00
H -1.18 -2.54 5.12 0.00
H 1.00 -3.59 7.02 0.00
H -0.52 -4.44 6.67 0.00
H -0.55 -2.89 7.53 0.00
O -2.83 -2.33 2.95 0.00
S -1.93 -2.92 1.97 0.01
O -2.33 -4.24 1.53 0.00
O -1.85 -1.99 0.73 0.09
O -0.51 -2.91 2.45 0.00
C 0.09 4.48 -3.19 0.00
C -0.63 3.21 -3.64 0.00
C -1.85 3.55 -4.51 0.00
C 0.33 2.32 -4.43 0.00
O -1.11 2.58 -2.46 0.00
Si -1.29 0.98 -2.07 0.02
S 0.52 0.01 -1.79 0.15
O -2.27 0.94 -0.77 0.00
C -2.64 1.89 0.23 0.00
C -1.42 2.66 0.72 0.00
C -3.27 1.09 1.36 0.00
C -3.66 2.85 -0.38 0.00
O -2.15 0.39 -3.36 0.00
C -2.94 -0.80 -3.47 0.00
C -4.34 -0.50 -2.95 0.00
C -2.33 -1.97 -2.70 0.00
C -2.98 -1.12 -4.96 0.00
H 0.44 5.05 -4.05 0.00
H 0.94 4.21 -2.56 0.00
H -0.60 5.10 -2.61 0.00
H -1.54 4.06 -5.43 0.00
H -2.52 4.20 -3.95 0.00
H -2.38 2.63 -4.76 0.00
H 0.69 2.85 -5.31 0.00
H -0.16 1.40 -4.75 0.00
H 1.19 2.04 -3.81 0.00
H -0.67 1.97 1.12 0.00
H -1.71 3.35 1.52 0.00
H -0.97 3.23 -0.09 0.00
H -2.59 0.34 1.75 0.00
H -4.16 0.56 1.00 0.00
H -3.56 1.75 2.19 0.00
H -3.21 3.40 -1.21 0.00
H -4.01 3.56 0.37 0.00
H -4.52 2.29 -0.75 0.00
H -4.28 -0.25 -1.89 0.00
H -4.99 -1.37 -3.07 0.00
H -4.76 0.35 -3.49 0.00
H -2.32 -1.79 -1.63 0.00
H -1.31 -2.16 -3.03 0.00
H -2.93 -2.87 -2.88 0.00
H -3.38 -0.26 -5.52 0.00
H -3.61 -1.99 -5.16 0.00
H -1.97 -1.33 -5.33 0.00

---

Record 3
85
Properties=species:S:1:pos:R:3:lowdin_charge:R:1 method="wB97M-V/def2-TZVPD" max_force_ev_per_a=7.46 e_homo_ev=-9.70 gap_ha=0.237 spin_multiplicity=1 total_charge=+1 molar_mass_g_mol=669.6 de_lowest_kj_mol=0.00
La -0.73 1.18 2.18 2.16
C 1.12 1.43 3.92 -0.30
C 1.73 1.44 2.63 -0.33
C 0.28 3.26 2.73 -0.40
C 0.17 2.51 3.97 -0.37
C 1.25 2.58 1.90 -0.37
C 1.52 0.54 5.04 0.00
H 2.29 -0.17 4.71 0.09
H 0.67 -0.04 5.42 0.07
H 1.94 1.10 5.88 0.11
C -0.68 2.90 5.13 -0.02
H -0.72 2.10 5.88 0.08
H -1.71 3.14 4.84 0.09
H -0.25 3.79 5.61 0.11
C -0.67 4.31 2.29 -0.03
H -0.98 4.93 3.14 0.10
H -1.59 3.89 1.82 0.08
H -0.19 4.96 1.55 0.10
C 1.67 2.93 0.51 -0.01
H 2.65 3.44 0.53 0.11
H 0.95 3.59 0.02 0.09
H 1.80 2.02 -0.10 0.07
C 2.78 0.47 2.18 -0.02
H 3.78 0.76 2.55 0.11
H 2.82 0.43 1.08 0.07
H 2.57 -0.54 2.56 0.08
C -0.01 -3.08 -0.33 -0.10
C 1.13 -3.11 0.39 -0.11
C 2.53 -2.77 -0.03 -0.18
C 2.74 -2.35 -1.51 -0.19
C 2.50 -0.90 -1.79 -0.11
C 1.33 -0.30 -2.02 -0.18
C -0.02 -0.77 -1.55 -0.22
C -0.28 -2.31 -1.60 -0.20
H 3.13 -3.68 0.14 0.12
H 2.15 -3.02 -2.15 0.11
H 2.97 -2.01 0.63 0.09
H 0.22 -2.74 -2.47 0.09
H -0.90 -3.61 0.06 0.11
H 1.08 -3.54 1.40 0.11
H -1.37 -2.43 -1.77 0.09
H -0.22 -0.41 -0.51 0.07
H 1.31 0.70 -2.47 0.10
H -0.78 -0.25 -2.17 0.06
H 3.80 -2.54 -1.72 0.12
H 3.41 -0.28 -1.82 0.11
P -0.56 -0.42 -4.72 0.83
P -0.66 2.42 -5.70 0.77
C -0.81 -0.23 -6.59 -0.43
C -1.27 1.17 -6.95 -0.47
H -1.55 -0.98 -6.90 0.07
H 0.15 -0.48 -7.08 0.07
H -0.89 1.45 -7.94 0.07
H -2.36 1.23 -6.97 0.08
C -1.33 3.83 -6.69 -0.34
H -0.97 4.77 -6.26 0.03
H -2.43 3.80 -6.64 0.03
H -1.01 3.75 -7.74 0.04
C 1.06 2.51 -6.42 -0.31
H 1.02 2.45 -7.51 0.04
H 1.68 1.70 -6.02 0.02
H 1.50 3.47 -6.13 0.03
C -2.16 -1.31 -4.46 -0.28
H -2.26 -1.65 -3.43 0.01
H -2.21 -2.17 -5.14 0.04
H -2.98 -0.62 -4.69 0.05
C 0.65 -1.79 -4.91 -0.28
H 1.29 -1.58 -5.78 0.04
H 0.14 -2.74 -5.05 0.05
H 1.31 -1.83 -4.03 0.00
O -1.21 -0.42 6.65 0.04
C -1.84 -1.60 6.38 -0.25
C -2.15 -2.53 7.38 -0.01
C -2.69 -3.75 7.00 -0.07
C -2.89 -4.07 5.65 -0.08
C -2.56 -3.15 4.66 -0.01
C -2.14 -1.88 5.05 -0.09
C -1.78 -0.78 4.11 -0.58
O -0.75 -0.99 3.34 -0.18
O -2.44 0.31 4.05 -0.09
H -1.13 -0.31 7.61 0.13
H -2.00 -2.25 8.43 0.12
H -2.97 -4.47 7.77 0.11
H -3.34 -5.03 5.37 0.11
H -2.64 -3.36 3.59 0.13